Formula: C21H45BeF6O17S4
Source: the OMol25 dataset
Level of theory: wB97M-V/def2-TZVPD

Each line ends with the Mulliken charge.
Cartesian coordinates (Å):
O: 4.13 0.84 0.21  -0.633
H: -0.42 3.74 -0.57  0.353
O: 1.64 -5.38 -0.70  -0.328
C: 2.77 -5.57 -1.40  0.354
H: -2.51 0.69 -2.83  -0.133
C: -3.81 1.91 3.45  0.153
H: -1.10 0.41 1.31  0.456
C: 1.10 -3.01 -0.62  0.112
O: 1.96 -3.19 6.23  -0.519
H: -1.79 -1.83 -1.91  -0.191
H: 2.06 -2.76 -1.07  0.291
C: 1.04 -1.56 3.54  -0.714
H: 4.95 0.64 -4.25  0.330
O: 1.09 5.93 -3.94  -0.656
C: -0.94 0.84 -4.19  -0.935
C: 4.95 1.73 -4.35  -1.382
O: -0.58 4.86 -2.47  -0.399
O: -5.27 -1.41 4.50  -0.582
C: 3.98 2.24 -3.32  0.496
F: 3.55 -0.35 7.42  -0.245
H: 2.97 1.89 -3.49  -0.026
H: -0.33 0.11 -3.65  0.105
Be: -5.17 -0.03 -0.29  1.212
O: -2.83 0.52 0.22  -0.250
C: 0.54 -1.33 4.96  -0.323
H: 3.90 3.33 -3.25  0.132
S: -3.65 -1.69 -3.38  0.999
H: -0.05 -2.16 5.35  0.426
F: 3.80 -7.50 -2.04  -0.236
O: -5.04 -0.45 2.15  -0.452
H: 5.99 2.03 -4.18  0.339
O: 1.62 -1.01 5.87  -0.362
O: -2.84 -0.69 -4.35  -0.364
H: 2.85 5.38 -1.57  0.365
H: -2.56 -3.52 -2.14  0.511
H: -1.50 -2.77 -3.30  0.435
C: -2.42 3.90 -1.39  -1.063
C: -1.46 0.38 0.27  -0.200
H: -0.27 -4.77 -0.78  0.334
O: 4.44 1.80 -2.01  -0.381
C: -2.27 -2.56 -2.56  -0.627
O: -4.35 -2.63 -4.19  -0.575
H: 1.65 -0.70 3.27  0.370
H: -2.79 2.90 -1.15  0.029
H: 0.29 -2.33 -0.88  -0.397
C: -4.56 3.17 3.91  -1.406
H: -2.92 -2.30 3.83  0.493
C: 3.38 -1.67 7.39  0.829
H: -1.02 -0.56 -0.08  -0.189
H: -4.24 4.08 3.40  0.386
H: 1.68 -2.45 3.44  0.412
H: -2.65 -1.36 2.30  0.145
H: -3.95 1.84 2.37  0.165
C: -2.43 0.61 -3.92  0.204
C: 1.79 5.53 -1.39  -0.679
H: 1.18 -2.94 0.47  0.233
H: -0.64 1.87 -4.03  0.278
O: 1.43 3.58 -3.23  -0.458
O: -4.24 0.79 4.22  -0.292
H: -2.83 4.17 -2.37  0.360
H: -2.21 -0.68 3.96  0.008
H: 1.69 0.79 -2.38  -0.045
H: -0.87 1.16 -0.24  -0.114
H: -3.07 1.35 -4.39  0.383
H: -5.61 3.10 3.63  0.354
F: 2.99 -7.48 0.00  -0.235
H: 1.41 6.49 -1.03  0.370
F: 4.79 -6.36 -0.48  -0.231
F: 3.07 -2.05 8.63  -0.247
S: -4.56 -0.63 3.51  1.090
H: -0.14 -0.48 4.93  0.155
H: 1.40 4.83 -0.64  0.145
C: -2.86 -1.32 3.37  -0.583
H: -4.40 3.31 4.98  0.338
C: -0.92 3.85 -1.53  0.493
O: -4.38 -0.88 -2.41  -0.442
H: -0.73 0.62 -5.24  0.445
C: 0.71 -4.41 -1.10  -0.628
C: 2.26 0.17 -1.69  -0.323
F: 4.52 -2.28 7.09  -0.234
H: 2.92 -0.61 -2.06  0.420
H: -0.69 2.91 -2.05  -0.274
S: 1.00 4.93 -2.92  1.035
H: -2.77 4.55 -0.59  0.353
O: 2.57 2.57 -0.57  -0.546
H: 0.24 -1.69 2.81  0.086
H: 0.57 -4.41 -2.19  0.441
H: 4.60 1.94 -5.35  0.365
C: 3.62 -6.79 -0.94  0.830
H: 1.63 -0.19 -0.88  0.032
C: 2.26 -2.03 6.42  0.386
S: 3.35 1.41 -0.86  1.187
H: -2.75 2.07 3.67  0.198
O: 3.09 -4.91 -2.35  -0.524

Summary:
Frontier orbital gap (eV): 4.8
DFT total energy (Ha): -4312.4059
Net charge: +1